No. 1
A cluster of 9 separate species, C18H54O9 in total. Source: OMol25; level of theory: the ωB97M-V functional and the def2-TZVPD basis.

XYZ file:
```
81
Properties=species:S:1:pos:R:3:forces:R:3
O 6.671581 -17.967861 -23.072985 1.221 0.645 -0.459
O 14.137999 -26.793591 -32.759966 1.011 -0.488 -2.830
O 17.082361 -24.894537 -19.928704 0.765 -1.291 -0.597
O 13.848184 -28.411768 -26.225799 -0.089 -0.027 0.783
O 9.239507 -17.208115 -31.156581 0.509 0.558 -1.147
O 10.061978 -27.812987 -19.171829 0.399 -0.541 -1.646
O 17.245009 -16.754615 -28.599859 -0.555 -0.406 0.917
O 12.342730 -24.223082 -23.414908 0.338 0.573 0.133
O 9.753977 -21.702714 -14.885303 -1.945 0.717 1.903
C 13.412012 -29.674558 -25.699618 -1.538 1.042 -0.689
C 9.912160 -27.559355 -17.819430 0.419 0.147 0.074
C 13.268307 -26.884877 -31.685132 1.715 0.765 0.532
C 12.000487 -22.575350 -25.253915 -1.672 -0.518 1.001
C 17.823388 -18.089811 -28.475898 0.969 1.862 -1.177
C 6.189353 -18.991750 -21.049581 -0.377 0.152 1.219
C 10.317856 -21.782264 -17.092789 0.404 -0.123 -0.058
C 10.746091 -22.179388 -15.678834 1.421 0.124 -1.630
C 16.714750 -24.287860 -18.743092 0.019 3.486 0.147
C 8.030774 -19.154740 -31.965448 -1.093 0.207 0.612
C 9.186743 -28.662486 -17.091136 -0.463 0.729 0.456
C 11.384130 -23.654595 -24.314819 0.970 -0.260 -0.876
C 9.131506 -18.612868 -31.073630 -0.364 -0.626 0.486
C 16.904176 -19.113527 -27.873263 0.208 -0.369 0.049
C 17.623043 -23.018694 -18.609412 -0.008 -0.936 0.237
C 6.339497 -17.647862 -21.726476 -1.308 -1.013 -0.602
C 14.071974 -30.685268 -26.493522 2.456 -2.074 -0.650
C 13.627683 -25.559677 -30.993031 -1.767 -0.065 1.598
H 13.957607 -30.609446 -27.574847 -0.714 0.148 0.093
H 15.935326 -19.081137 -28.371643 -0.010 -0.070 0.185
H 9.430148 -26.583475 -17.760860 -0.489 0.014 0.714
H 17.558642 -22.318294 -19.442106 -0.440 -0.046 0.083
H 8.132860 -28.660004 -17.369370 -0.206 0.190 0.206
H 11.099224 -21.922990 -17.839618 -0.060 -0.520 -0.033
H 11.167975 -22.226513 -25.864917 -0.180 -0.109 -0.221
H 13.567945 -27.810308 -31.193327 -0.441 0.257 1.033
H 11.688968 -21.665571 -15.491523 0.344 0.154 0.202
H 18.127986 -18.211342 -29.515386 -0.304 -1.504 -0.171
H 14.566266 -25.488604 -30.443397 0.054 -0.744 -0.101
H 7.497433 -17.512548 -23.252633 0.054 -0.127 -0.430
H 8.947070 -18.685969 -30.001843 -0.296 -1.448 0.055
H 10.021956 -19.180669 -31.343438 0.564 0.451 0.098
H 18.798067 -17.957418 -28.006237 -0.099 -0.407 0.821
H 13.830015 -31.691477 -26.151307 -0.268 -0.093 -0.186
H 13.646825 -24.685280 -31.643545 -0.288 -0.445 -0.541
H 12.737301 -22.956112 -25.961178 0.411 0.257 0.602
H 11.081024 -24.503575 -24.927574 -0.744 0.191 -0.159
H 9.739780 -22.137300 -14.029414 0.084 0.048 0.019
H 12.222434 -26.985783 -31.975106 -0.097 0.315 -0.104
H 17.845798 -16.263123 -29.164739 -0.070 0.090 0.043
H 6.060668 -18.888473 -19.972148 0.146 0.135 0.216
H 15.155969 -30.618227 -26.400966 0.245 0.061 0.309
H 12.190655 -21.708107 -24.621594 1.047 -0.033 -0.313
H 15.702100 -23.891994 -18.820199 -0.333 -0.222 0.115
H 9.308047 -28.352853 -16.053107 -0.461 -0.623 0.329
H 16.802957 -19.091166 -26.788195 -0.242 0.863 0.005
H 7.009766 -16.956591 -21.215596 0.187 -0.074 -0.223
H 7.984582 -20.239706 -32.059247 0.699 -0.067 0.029
H 7.064091 -18.953088 -31.503972 -0.176 0.466 -0.202
H 9.285146 -28.291344 -19.470674 -0.022 0.022 -0.163
H 10.567794 -23.209665 -23.745845 -0.188 -0.081 -0.182
H 10.072751 -17.008654 -30.723535 0.005 0.398 -0.016
H 17.406295 -22.552837 -17.648121 -0.007 0.315 -0.098
H 13.481784 -29.813289 -24.620732 0.526 0.285 0.018
H 12.817373 -25.392060 -30.283515 0.059 0.465 0.458
H 14.654033 -27.592288 -32.891846 -0.247 -0.058 -0.034
H 17.327060 -20.114190 -27.962314 0.098 -0.061 -0.672
H 8.046305 -18.719133 -32.964512 0.155 0.061 0.086
H 10.910813 -27.402708 -17.411712 0.142 -0.195 0.047
H 16.359240 -25.263560 -20.441052 -0.200 0.021 0.404
H 9.499303 -29.694224 -17.252139 0.686 0.271 -0.025
H 11.859338 -24.600681 -22.676426 0.025 -0.048 0.023
H 16.803153 -24.758711 -17.764026 0.127 -1.191 -0.397
H 12.362405 -29.830254 -25.949011 -0.547 0.554 0.333
H 10.166036 -20.703023 -17.110078 -0.203 0.047 0.292
H 13.904104 -27.776139 -25.508548 -0.077 0.125 -0.013
H 10.953601 -23.229135 -15.471279 -0.201 -0.345 -0.559
H 5.356230 -17.200859 -21.873019 -0.077 0.415 0.869
H 7.054323 -19.634503 -21.213277 -0.098 0.044 -0.173
H 9.374352 -22.253427 -17.368313 0.156 -0.107 -0.141
H 5.260955 -19.471285 -21.359779 0.256 -0.180 -0.415
H 18.666070 -23.334466 -18.587233 0.071 -0.132 0.100
```
Positions in Å, forces in eV/Å.

energy relative to the best compared isomer or geometry (same formula, charge and spin)	6.398	eV
SMILES	CCO.CCO.CCO.CCO.CCO.CCO.CCO.CCO.CCO
total charge	0

Here are the Mulliken charges for atoms 1 to 6, given in e:
1 O -0.5061
2 O -0.5247
3 O -0.5174
4 O -0.5081
5 O -0.5216
6 O -0.5207

***

No. 2
A cluster of 4 separate species, C2H12NO3 in total. Source: OMol25; level of theory: the ωB97M-V functional and the def2-TZVPD basis.

XYZ file:
```
18
Properties=species:S:1:pos:R:3:forces:R:3
O 2.631580 -1.609772 -0.264008 -0.296 -0.242 -0.464
O -1.833602 -1.173291 1.634396 -0.615 -0.329 0.210
O 1.387795 0.313101 0.904135 0.229 -0.031 -0.457
N -0.805307 1.217709 0.267788 -1.320 -0.396 -0.092
C -0.723239 0.386050 -2.057757 0.629 -0.604 -0.206
C -0.999293 1.340969 -1.211272 -1.407 1.045 1.260
H -0.801273 0.224605 0.607667 -0.189 0.784 -0.185
H 1.450354 -0.391060 0.208455 0.501 0.540 0.708
H 0.135927 1.568215 0.432340 0.247 -0.069 0.815
H -2.058377 -2.115445 1.618261 0.513 -0.005 -0.331
H 2.272430 0.693292 0.894596 0.101 -0.128 0.179
H -0.917828 0.438549 -3.121282 -0.011 0.387 0.113
H 3.565402 -1.389752 -0.318692 0.114 -0.212 0.106
H 2.488950 -2.168456 0.505790 0.397 -0.144 0.044
H -1.470923 2.315306 -1.347377 0.163 -0.431 -0.829
H -0.197226 -0.514455 -1.746064 -0.321 -0.006 0.123
H -2.582526 -0.862328 2.159848 0.152 0.429 0.049
H -1.542845 1.726764 0.833178 1.114 -0.587 -1.042
```
Positions in Å, forces in eV/Å.

energy relative to the best compared isomer or geometry (same formula, charge and spin)	1.282	eV
total charge	+1

Here are the Mulliken charges for atoms 1 to 6, given in e:
1 O -0.7165
2 O -0.6479
3 O -0.6987
4 N -0.2664
5 C -0.7443
6 C 0.1139

***

No. 3
A structure of composition C22H42F3NiO12S4. Source: OMol25; level of theory: the ωB97M-V functional and the def2-TZVPD basis.

XYZ file:
```
84
Properties=species:S:1:pos:R:3:forces:R:3
Ni 0.676349 -0.119984 0.808433 2.089 -1.009 1.580
S -2.003502 -0.246263 -1.605033 0.084 -0.056 0.571
S -0.922089 -3.379143 1.083778 -0.162 2.523 0.915
S -2.514695 0.935228 2.605155 3.898 3.787 -2.200
S 0.310941 2.830026 -0.666839 -0.214 0.938 0.066
F 5.120005 -0.958312 -2.930779 0.316 -0.850 -2.773
F 4.969477 -1.111195 -0.892615 1.040 -1.591 2.684
F 4.750739 0.731895 -1.789790 -0.535 2.654 -0.118
O -3.358672 0.034676 -1.116476 1.276 -0.160 -0.662
O 1.705788 0.070377 2.672170 -1.417 -1.656 -0.849
O 3.217795 -0.066245 5.388352 0.045 -1.652 -1.498
O 2.110329 -0.816820 -0.685484 2.172 -0.193 -1.754
O -1.072500 2.842087 -1.119445 0.772 -0.148 -0.447
O -0.879214 0.022332 -0.707046 -1.580 -0.416 -1.595
O -3.301382 -0.001737 3.300695 -1.532 -1.753 0.679
O -0.242558 -2.078498 0.818385 -0.933 -2.776 0.485
O -1.641881 -3.958613 -0.036709 0.830 -0.486 0.283
O -1.269752 0.480415 1.886362 -3.398 1.083 1.895
O 2.408931 -1.918842 -2.655343 0.544 -0.716 2.640
O 0.747671 1.790016 0.221638 0.525 0.923 -0.125
C 2.518480 -1.063229 3.107557 1.208 1.680 -0.653
C 1.822775 4.979600 -0.641691 0.277 2.189 2.882
C 2.999456 -1.236516 4.615807 -0.889 3.008 1.427
C 1.727990 4.689331 -2.081726 -1.191 -2.684 -0.528
C 4.424637 -0.529134 -1.906661 -2.075 -1.572 1.823
C -2.140343 -3.153719 2.413178 1.624 -1.085 1.732
C -0.528362 -4.942557 3.328050 -0.162 -0.679 -0.965
C -1.712236 0.584614 -3.183325 -1.187 0.543 -1.679
C 0.171757 -4.440698 2.077720 1.731 -0.624 -1.044
C -3.467088 2.134062 1.464236 0.251 -0.455 -0.090
C -2.127729 2.327944 3.785914 -0.859 0.293 0.216
C -1.464533 -3.828909 3.715644 -0.482 0.800 -0.160
C -1.871098 -1.931111 -2.330982 0.873 0.667 1.396
C 2.754605 -2.207868 -3.929874 -1.375 -1.265 -1.424
C -3.813277 3.453788 2.232768 0.339 -1.685 1.111
C -2.324470 -0.383726 -4.263350 1.258 -0.794 1.197
C -1.773123 -1.780525 -3.828418 -0.730 -0.214 -0.182
C 1.546164 3.101564 -2.048367 0.119 0.684 0.368
C 0.566534 4.438921 0.137694 0.355 0.188 -1.081
C -2.614247 3.690710 3.228398 -0.012 -1.287 -2.120
C 2.185532 -1.310140 -4.971839 0.061 0.035 -2.506
C 2.824467 -0.813829 -1.882510 -2.004 2.175 0.978
H 0.135657 -5.195141 4.154723 0.385 0.428 -0.189
H 0.640092 -5.200447 1.451979 -0.668 -0.411 -0.294
H -3.955500 4.377009 1.671048 0.103 -0.418 -0.547
H 2.126160 -3.085765 -4.079751 0.413 -0.726 -0.086
H -2.282061 -2.078995 2.527143 -0.380 -0.232 -0.023
H 2.045874 -1.925251 -5.860784 0.479 -0.641 -0.358
H 1.080598 -3.863291 2.247161 -0.353 0.821 0.520
H -0.329025 5.038613 -0.024950 -0.009 -0.030 -0.825
H 1.364299 2.432524 -2.889437 -0.744 0.558 -0.264
H -2.765337 2.227412 0.635427 0.099 0.308 0.048
H 1.121969 -1.078841 -4.913233 0.201 0.986 0.966
H -2.009199 -0.231929 -5.295662 0.002 0.573 0.158
H -1.013944 -5.898323 3.131017 -0.419 0.054 -0.317
H 2.297809 -1.855325 5.175149 -1.444 -0.515 0.076
H 3.400428 -0.899619 2.488285 0.786 -0.192 0.190
H -2.806702 2.213736 4.630935 0.294 -0.869 0.229
H -1.086410 2.249209 4.098265 -0.030 0.075 -0.121
H -0.724378 -1.970694 -4.056583 -0.100 0.401 -0.543
H -0.889443 -2.144149 -1.907798 0.062 -0.517 -0.024
H -2.218067 -4.211955 4.403805 -0.214 0.271 -0.099
H -2.378928 -2.559689 -4.291027 0.156 -0.062 -0.176
H 0.827723 5.254783 -2.322335 -0.071 -0.358 -1.066
H 3.830367 -1.940477 4.661902 1.075 -0.209 -0.893
H 0.517298 4.364950 1.224064 1.111 -0.479 -0.018
H -4.313700 1.579449 1.059564 -0.101 0.103 0.191
H -3.011005 -3.774147 2.200786 -0.092 0.520 -0.405
H 1.845295 6.069371 -0.640998 -0.320 0.302 0.689
H 2.207770 -2.045428 2.751402 -0.925 -0.526 -0.043
H -4.755674 3.255796 2.743438 -0.043 0.121 0.269
H 2.534037 2.762158 -1.736873 -0.155 -0.300 0.718
H -1.902705 4.026584 2.474084 0.658 0.674 0.677
H -0.802766 -3.177928 4.286952 -0.470 0.780 -0.213
H 2.502562 0.042621 -2.474937 -0.231 0.923 -0.549
H -2.562087 -2.667272 -1.920235 -0.207 0.495 -0.019
H 2.584729 4.982645 -2.688411 -0.122 0.000 0.161
H -2.183092 1.567548 -3.168083 -0.415 -0.169 0.328
H 2.739069 4.757451 -0.094733 0.085 -0.762 -0.353
H -3.412094 -0.443654 -4.223657 0.010 0.333 0.101
H 3.768571 -2.502283 -4.200623 0.348 0.262 0.531
H -2.869023 4.418465 3.998824 0.369 -0.067 -0.108
H -0.686723 0.849891 -3.440299 0.338 -0.748 0.570
H 2.869887 -0.579580 -5.403175 -0.415 0.874 0.634
```
Positions in Å, forces in eV/Å.

energy relative to the best compared isomer or geometry (same formula, charge and spin)	0.143	eV
<S²>	2.0051
multiplicity	3
total charge	-1

Here are the Mulliken charges for atoms 1 to 6, given in e:
1 Ni 3.6308
2 S 0.8976
3 S 0.8677
4 S 0.8500
5 S 1.0920
6 F -0.3180

***

> What is the total charge in the third record?

-1